C36H72N5O10P | ωB97M-V/def2-TZVPD

Geometry as ORCA input:
```
! wB97M-V def2-TZVPD RIJCOSX def2/J DEFGRID3
* xyz 0 1
C -4.67604 -7.70605 -2.56402
C -4.45489 -9.21305 -2.02575
C -5.19315 -9.55254 -0.64462
C -4.54579 -8.88780 0.67025
O -3.69395 -7.74330 0.42923
C -2.32601 -8.07413 0.30554
C -1.70720 -9.46913 0.10570
C -0.17805 -9.76018 -0.06880
N 0.23661 -11.12187 -0.26112
C 1.64998 -11.23944 -0.40517
C 2.60576 -10.01393 -0.40034
N 2.23670 -8.64292 -0.25649
C 0.81369 -8.57254 -0.06931
C 0.19768 -7.12553 0.15414
C -1.31118 -6.84200 0.33015
C -1.85100 -5.32269 0.51977
C -1.00983 -4.55923 1.68380
P -0.94256 -2.67316 1.39312
O -2.39546 -2.22011 1.18085
O -0.33216 -1.95649 2.82392
C 0.15302 -0.60771 2.58607
C 1.65642 -0.37367 3.18463
O 0.08482 -2.45139 0.05522
C -0.44742 -1.49657 -0.91193
C 0.84074 -0.65998 -1.47289
H -3.89206 -7.04563 -2.02233
H -5.74001 -7.31639 -2.43253
H -4.32575 -7.71471 -3.66937
H -4.93580 -9.90299 -2.82636
H -3.33692 -9.44164 -2.05386
H -5.15721 -10.70039 -0.51386
H -6.32050 -9.30069 -0.74461
H -5.43972 -8.48783 1.29296
H -4.06953 -9.69381 1.35407
H -2.41793 -10.37332 0.07973
H 2.08194 -12.28374 -0.56387
H 3.72905 -10.22906 -0.56064
H 0.89288 -6.20373 0.15377
H -1.89249 -4.74164 -0.46232
H -2.94012 -5.39265 0.90683
H 0.09412 -4.90422 1.69573
H -1.46556 -4.80173 2.70601
H -0.49825 0.19187 3.10548
H 0.20754 -0.31000 1.47835
H 1.66912 0.43138 4.00247
H 2.10415 -1.37424 3.51331
H 2.34297 0.02612 2.33940
H -1.15287 -0.71184 -0.47569
H -0.89637 -2.09812 -1.77491
H 0.49595 0.43743 -1.58649
H 1.26221 -1.09023 -2.44218
H 1.61891 -0.66390 -0.61595
C -2.01170 -3.18569 -4.18540
O -0.61360 -2.95132 -4.26719
C 0.15182 -4.14633 -4.44081
C 0.74534 -4.21630 -5.85022
N -0.29411 -4.45828 -6.85342
C 0.16753 -4.27604 -8.23372
C 0.64165 -2.87317 -8.64527
O -0.39219 -1.89369 -8.66934
C -0.66711 -1.29236 -7.41338
H -2.49179 -2.25635 -3.87250
H -2.42044 -3.46467 -5.16034
H -2.24079 -3.96131 -3.44895
H -0.42590 -5.04486 -4.19931
H 0.97870 -4.08726 -3.72540
H 1.47759 -5.02925 -5.89001
H 1.26565 -3.27339 -6.03612
H -1.06484 -3.82178 -6.69174
H -0.67499 -4.54795 -8.87755
H 0.96302 -5.00023 -8.43827
H 1.00082 -2.94563 -9.67716
H 1.49660 -2.52465 -8.05587
H 0.22352 -1.20943 -6.78512
H -1.45073 -1.84807 -6.89491
H -1.05331 -0.28730 -7.59626
C 0.16249 6.68956 6.49891
O 0.92582 7.07339 5.36559
C 2.29919 7.33247 5.66875
C 3.20185 6.24100 5.08802
N 3.03851 4.97665 5.80900
C 3.67259 3.83433 5.14260
C 3.14763 3.44176 3.75245
O 1.81661 2.93404 3.75540
C 0.80405 3.92894 3.71614
H -0.89093 6.69341 6.21276
H 0.42072 5.67707 6.82136
H 0.30147 7.39138 7.32591
H 2.46660 7.46829 6.74244
H 2.54854 8.27846 5.17702
H 4.24572 6.56309 5.16176
H 2.94798 6.13129 4.03049
H 2.05071 4.77658 5.90682
H 3.53557 2.97593 5.80805
H 4.75111 4.01424 5.08344
H 3.77455 2.61872 3.39317
H 3.25804 4.24426 3.01519
H 1.10804 4.81351 3.15058
H 0.51042 4.20543 4.73038
H -0.07589 3.49807 3.23344
C 0.11403 13.26872 1.04355
O 0.78594 12.46403 0.08705
C 2.13025 12.14831 0.45449
C 2.26403 10.66822 0.82256
N 1.60029 10.37455 2.09489
C 1.46684 8.93988 2.37114
C 0.61196 8.10768 1.40251
O -0.77542 8.42787 1.42906
C -1.14500 9.52582 0.60902
H -0.82414 13.60725 0.59986
H -0.12591 12.69294 1.94171
H 0.70949 14.14615 1.31089
H 2.50353 12.79929 1.25219
H 2.74259 12.33536 -0.43364
H 3.32601 10.41485 0.90587
H 1.83290 10.08494 0.00520
H 0.67327 10.78181 2.08626
H 1.02072 8.85936 3.36747
H 2.46709 8.49858 2.44075
H 0.67850 7.06491 1.73074
H 0.99703 8.12252 0.37703
H -0.52845 9.60283 -0.29024
H -1.10242 10.45355 1.18277
H -2.18372 9.38509 0.30238
*
```

Energy ... -2782.05449 hartree
ΔE to the lowest compared entry with this formula, charge and spin ... 8.748 eV
Largest force on an atom ... 6.028 eV/A
LUMO energy ... -0.759 eV
Kohn-Sham gap ... 7.63 eV